No. 1
Density functional theory data (ωB97M-V/def2-TZVPD) for 9 unconnected molecules or ions with the total composition C45H65N9O7S.

Results
Max |F|, eV/A: 5.44
E_tot, eV: -86290.590
LUMO level, Ha: -0.0097
Gap between HOMO and LUMO, Ha: 0.283
SMILES: CCOCCO[C@@H]1OS(=O)(=O)O[C@@H]1CCCCN(C)C(C)=O.c1cc[nH]c1.c1cc[nH]c1.c1cc[nH]c1.c1cc[nH]c1.c1cc[nH]c1.c1cc[nH]c1.c1cc[nH]c1.c1cc[nH]c1

Last column: Löwdin charge in e.
Cartesian coordinates (Å):
C -0.12 -3.32 2.38  -0.062
C 0.10 -4.79 1.76  -0.226
O -0.16 -4.78 0.32  -0.183
C 0.96 -5.40 -0.37  -0.160
C 2.19 -4.35 -0.47  -0.124
O 1.71 -2.97 -0.59  -0.112
C 2.81 -2.10 -0.95  -0.252
O 4.14 -2.49 -0.48  -0.174
S 4.31 -1.98 1.10  0.782
O 4.23 -3.00 2.20  -0.296
O 5.47 -1.07 1.39  -0.260
O 2.86 -1.17 1.25  -0.219
C 2.57 -0.72 -0.12  -0.231
C 1.10 -0.13 -0.31  -0.109
C 0.93 1.12 0.71  -0.185
C 0.48 0.67 2.18  -0.150
C 0.92 1.82 3.22  -0.169
N 2.02 1.45 4.16  -0.150
C 3.34 1.30 3.49  -0.065
C 1.68 0.34 5.04  -0.384
C 2.10 -1.18 4.84  -0.015
O 1.03 0.62 6.08  0.025
H 0.35 -3.27 3.43  0.070
H -1.22 -3.04 2.48  0.085
H 0.37 -2.55 1.70  0.053
H 1.17 -5.15 1.96  0.115
H -0.57 -5.54 2.31  0.128
H 0.70 -5.69 -1.45  0.132
H 1.32 -6.34 0.18  0.134
H 2.79 -4.49 0.51  0.109
H 2.85 -4.53 -1.38  0.144
H 2.94 -1.99 -2.08  0.195
H 3.37 0.07 -0.35  0.162
H 1.02 0.25 -1.38  0.131
H 0.29 -0.88 -0.06  0.106
H 0.11 1.80 0.26  0.109
H 1.90 1.73 0.67  0.098
H 0.79 -0.38 2.47  0.090
H -0.67 0.68 2.17  0.121
H 0.00 2.10 3.83  0.136
H 1.22 2.73 2.62  0.121
H 4.01 0.49 3.92  0.105
H 3.90 2.29 3.65  0.089
H 3.22 1.22 2.35  0.081
H 1.22 -1.91 4.96  0.083
H 2.81 -1.44 5.71  0.106
H 2.69 -1.39 3.89  0.056
N -2.11 -1.59 -2.04  0.023
C -2.85 -1.89 -3.15  -0.173
C -3.81 -0.92 -3.29  -0.117
C -3.63 0.01 -2.23  -0.098
C -2.57 -0.43 -1.48  -0.136
H -1.34 -2.14 -1.69  0.140
H -2.64 -2.77 -3.74  0.104
H -4.56 -0.87 -4.07  0.104
H -4.22 0.90 -2.04  0.090
H -2.11 -0.03 -0.59  0.098
N -1.27 4.66 -0.91  -0.003
C -0.74 5.73 -0.25  -0.145
C -1.72 6.25 0.56  -0.104
C -2.88 5.46 0.39  -0.103
C -2.57 4.48 -0.53  -0.137
H -0.78 4.09 -1.58  0.136
H 0.28 6.03 -0.41  0.102
H -1.61 7.10 1.22  0.094
H -3.83 5.58 0.87  0.065
H -3.16 3.68 -0.94  0.102
N 2.90 3.50 -3.44  0.001
C 3.45 3.39 -2.19  -0.150
C 4.48 2.49 -2.26  -0.121
C 4.57 2.04 -3.60  -0.112
C 3.58 2.69 -4.31  -0.139
H 2.13 4.09 -3.68  0.143
H 3.06 3.96 -1.36  0.102
H 5.11 2.18 -1.43  0.092
H 5.27 1.33 -4.01  0.092
H 3.31 2.64 -5.35  0.107
N 5.47 -5.61 1.36  0.010
C 6.73 -5.66 0.84  -0.135
C 7.06 -6.98 0.64  -0.116
C 5.95 -7.76 1.05  -0.118
C 4.98 -6.89 1.49  -0.147
H 4.97 -4.77 1.62  0.078
H 7.28 -4.75 0.65  0.108
H 7.99 -7.34 0.23  0.089
H 5.87 -8.83 1.03  0.089
H 4.00 -7.07 1.89  0.100
N 3.47 5.35 5.53  -0.001
C 3.56 5.61 6.87  -0.150
C 2.86 4.63 7.54  -0.109
C 2.33 3.75 6.57  -0.095
C 2.73 4.21 5.34  -0.149
H 3.88 5.91 4.80  0.141
H 4.10 6.47 7.23  0.102
H 2.74 4.56 8.61  0.090
H 1.73 2.87 6.75  0.076
H 2.54 3.83 4.35  0.075
N -1.94 -1.99 -6.68  0.004
C -1.37 -1.24 -7.67  -0.142
C -1.85 -1.69 -8.87  -0.115
C -2.76 -2.74 -8.60  -0.114
C -2.80 -2.90 -7.23  -0.147
H -1.77 -1.89 -5.69  0.114
H -0.66 -0.46 -7.43  0.103
H -1.59 -1.30 -9.84  0.090
H -3.32 -3.32 -9.31  0.091
H -3.36 -3.59 -6.61  0.098
N -6.14 6.91 1.77  -0.003
C -6.67 8.11 2.19  -0.141
C -7.67 8.46 1.32  -0.115
C -7.76 7.43 0.34  -0.115
C -6.81 6.49 0.65  -0.148
H -5.39 6.42 2.22  0.129
H -6.28 8.60 3.06  0.105
H -8.27 9.35 1.38  0.090
H -8.45 7.39 -0.49  0.090
H -6.54 5.56 0.16  0.103
N -6.42 -4.59 -3.83  0.002
C -5.89 -3.51 -3.16  -0.140
C -6.87 -2.99 -2.35  -0.105
C -8.04 -3.78 -2.54  -0.114
C -7.73 -4.76 -3.45  -0.145
H -5.93 -5.16 -4.50  0.142
H -4.87 -3.21 -3.32  0.064
H -6.77 -2.14 -1.70  0.092
H -8.99 -3.65 -2.05  0.090
H -8.32 -5.56 -3.86  0.104



No. 2
Density functional theory data (ωB97M-V/def2-TZVPD) for 11 unconnected molecules or ions with the total composition C45H67BN10O.

Results
Max |F|, eV/A: 12.73
E_tot, eV: -65349.912
ΔE to the lowest compared entry with this formula, charge and spin, kcal per mole: 8.67
LUMO level, Ha: -0.1371
Gap between HOMO and LUMO, Ha: 0.131

Last column: Löwdin charge in e.
Cartesian coordinates (Å):
C 31.55 7.93 32.02  -0.020
C 30.07 7.78 32.30  -0.335
C 29.79 6.33 32.86  -0.096
C 28.37 6.14 33.42  -0.166
C 28.23 7.09 34.65  -0.194
C 28.40 8.51 34.27  -0.459
N 29.52 8.81 33.29  0.068
O 29.87 9.99 33.20  0.200
C 28.68 9.27 35.60  -0.035
C 27.07 9.12 33.64  0.025
C 29.32 8.04 30.95  0.015
H 31.91 8.78 31.43  0.112
H 31.90 7.06 31.44  0.106
H 32.26 7.92 32.69  -0.010
H 30.39 6.17 33.71  0.097
H 29.68 5.64 32.12  0.099
H 28.24 4.92 33.94  0.190
H 27.59 6.36 32.80  0.061
H 29.00 6.62 35.51  0.161
H 27.21 6.72 35.15  0.167
H 28.00 8.76 36.44  0.115
H 28.27 10.46 35.52  0.151
H 29.79 9.30 36.03  0.102
H 27.35 10.11 33.51  0.053
H 26.32 9.09 34.34  0.064
H 26.63 8.65 32.70  0.118
H 29.40 8.87 30.38  0.054
H 28.26 8.02 31.17  0.074
H 29.49 7.35 30.16  0.106
B 31.54 6.17 37.18  -0.467
H 31.46 7.22 36.54  -0.043
H 31.08 5.44 36.32  -0.052
H 32.69 6.01 37.37  -0.062
H 30.92 6.04 38.29  -0.009
N 33.78 10.31 36.11  -0.025
C 32.68 10.31 35.24  -0.118
C 33.02 11.34 34.22  -0.066
C 34.36 11.93 34.66  -0.081
C 34.78 11.25 35.85  -0.093
H 33.80 9.77 36.91  0.039
H 31.78 9.69 35.38  0.064
H 32.22 11.46 33.40  0.082
H 34.83 12.68 34.20  0.017
H 35.63 11.16 36.65  0.140
N 39.00 5.11 36.83  -0.022
C 38.75 4.69 38.18  -0.122
C 37.32 4.99 38.57  -0.116
C 36.67 5.56 37.37  -0.082
C 37.80 5.57 36.24  -0.053
H 39.85 4.96 36.45  0.082
H 39.71 4.40 38.76  0.110
H 36.78 5.06 39.59  0.105
H 35.65 5.80 37.30  0.023
H 37.82 6.00 35.24  0.078
N 34.90 1.89 35.96  -0.083
C 34.07 2.92 35.71  -0.177
C 33.14 2.47 34.66  -0.069
C 33.39 0.96 34.57  -0.064
C 34.56 0.62 35.43  -0.096
H 35.80 1.98 36.55  0.185
H 34.18 3.80 36.33  0.088
H 32.42 3.14 34.17  0.049
H 32.75 0.24 34.08  0.057
H 35.08 -0.23 35.91  0.098
N 25.50 4.99 38.63  -0.065
C 25.07 6.17 39.26  -0.095
C 26.30 7.11 39.19  -0.105
C 27.35 6.39 38.37  -0.116
C 26.72 4.98 37.93  -0.062
H 25.05 4.13 38.59  0.104
H 24.11 6.17 39.82  0.094
H 26.34 8.21 39.58  0.096
H 28.45 6.88 38.06  0.114
H 27.27 4.24 37.35  0.073
N 31.06 3.02 38.67  -0.054
C 31.96 1.97 38.39  -0.070
C 31.37 0.81 39.24  -0.082
C 30.16 1.30 39.90  -0.081
C 29.96 2.74 39.40  -0.129
H 31.18 3.91 38.18  0.079
H 32.90 1.99 37.66  0.113
H 31.71 -0.20 39.35  0.057
H 29.70 0.78 40.71  0.054
H 28.98 3.34 39.52  0.117
N 33.25 8.59 38.81  -0.042
C 34.65 8.68 39.07  -0.062
C 34.86 10.09 39.59  -0.076
C 33.53 10.68 39.63  -0.103
C 32.53 9.74 39.06  -0.118
H 32.89 7.69 38.42  0.071
H 35.26 7.80 38.83  0.081
H 35.78 10.46 39.74  0.030
H 33.31 11.63 40.20  0.095
H 31.46 9.77 39.09  0.092
N 29.14 1.72 36.62  -0.046
C 28.04 0.89 36.71  -0.119
C 27.15 1.10 35.49  -0.053
C 27.87 2.23 34.81  -0.125
C 29.20 2.52 35.45  -0.097
H 29.89 1.77 37.41  0.106
H 27.93 0.21 37.62  0.118
H 26.24 0.73 35.33  0.009
H 27.60 2.81 33.90  0.047
H 29.93 3.35 35.47  0.073
N 33.44 6.19 34.38  -0.016
C 33.57 5.70 33.07  -0.142
C 34.61 6.60 32.45  -0.112
C 34.97 7.68 33.44  -0.024
C 34.11 7.27 34.66  -0.130
H 32.78 5.96 35.09  0.058
H 32.99 4.78 32.59  0.130
H 35.09 6.48 31.31  0.132
H 35.56 8.44 33.17  0.015
H 34.08 7.64 35.62  0.061
N 30.54 6.75 42.84  -0.102
C 29.58 6.20 43.74  -0.115
C 28.51 5.56 42.83  -0.046
C 29.02 5.86 41.37  -0.045
C 30.41 6.58 41.44  -0.043
H 31.41 7.29 43.27  0.191
H 29.45 6.45 44.80  0.084
H 27.67 4.99 43.17  0.037
H 28.69 5.47 40.43  0.000
H 30.98 7.05 40.80  0.006



No. 3
Density functional theory data (ωB97M-V/def2-TZVPD) for a molecular structure, C45H67IN3OPPtSi2.

Results
Total charge: +2
Max |F|, eV/A: 0.77
E_tot, eV: -90652.924
LUMO level (alpha / beta), Ha: -0.2710 / -0.2708
Gap between HOMO and LUMO (alpha / beta), Ha: 0.211 / 0.212

Last column: Löwdin charge in e.
Cartesian coordinates (Å):
Pt -0.65 0.51 0.48  0.795
I -2.58 1.27 1.96  1.271
C -2.15 -0.24 3.35  -0.589
C -2.92 -0.37 4.47  -0.108
C -2.67 -1.46 5.33  -0.031
C -1.72 -2.39 4.99  0.007
C -0.95 -2.25 3.82  -0.159
C -0.05 -3.28 3.43  -0.005
C 0.66 -3.17 2.28  -0.071
C 0.57 -1.98 1.50  -0.121
C -0.30 -0.94 1.80  -0.282
C -1.11 -1.11 2.99  -0.267
H -3.71 0.33 4.70  0.112
H -3.26 -1.57 6.23  0.123
H -1.57 -3.26 5.62  0.128
H 0.02 -4.17 4.04  0.134
H 1.30 -3.97 1.96  0.112
H 1.08 -1.98 0.55  0.065
C 0.98 1.45 4.29  -0.132
Si 1.92 1.71 2.71  0.505
C 1.27 3.09 1.64  -0.179
C 3.68 2.25 3.07  -0.153
C 2.30 0.03 1.79  -0.050
C 2.33 0.04 0.33  -0.352
C 3.56 -0.11 -0.32  0.005
C 3.64 0.02 -1.70  0.001
C 2.48 0.18 -2.42  -0.009
C 1.27 0.26 -1.74  -0.120
N 1.20 0.27 -0.40  -0.040
Si 3.51 -1.25 2.67  0.536
C 2.74 -1.62 4.33  -0.143
C 5.21 -0.51 2.96  -0.165
C 3.84 -2.70 1.53  -0.154
H 0.70 2.43 4.68  0.057
H 1.60 0.96 5.04  0.038
H 0.07 0.87 4.15  0.009
H 1.33 3.99 2.25  0.055
H 0.24 2.98 1.31  -0.020
H 1.92 3.24 0.78  0.042
H 3.60 3.31 3.35  0.056
H 4.33 2.21 2.20  0.051
H 4.15 1.73 3.90  0.023
H 4.44 -0.31 0.27  0.097
H 4.60 -0.06 -2.19  0.132
H 2.48 0.22 -3.50  0.125
H 0.33 0.32 -2.25  0.090
H 3.11 -0.92 5.07  0.045
H 3.02 -2.62 4.65  0.056
H 1.65 -1.56 4.32  0.017
H 5.26 0.22 3.77  0.023
H 5.68 -0.08 2.08  0.041
H 5.82 -1.36 3.27  0.059
H 3.08 -2.89 0.79  -0.001
H 3.96 -3.60 2.14  0.059
H 4.78 -2.54 1.01  0.050
N -2.59 4.81 -3.71  0.168
C -2.14 3.90 -2.83  -0.298
C -2.97 2.88 -2.33  0.008
C -2.46 1.96 -1.45  -0.186
N -1.19 1.99 -0.99  -0.148
C -0.41 2.98 -1.45  -0.141
C -0.81 3.92 -2.35  0.015
H -3.55 4.81 -4.01  0.120
H -2.00 5.56 -4.03  0.120
H -4.00 2.79 -2.66  0.128
H -3.08 1.15 -1.09  0.072
H 0.61 3.00 -1.07  0.095
H -0.12 4.68 -2.68  0.124
O -1.40 -1.51 -1.67  -0.369
P -1.76 -2.54 -2.71  0.843
C -3.26 -3.47 -2.18  -0.336
C -3.18 -3.89 -0.70  -0.171
C -3.47 -2.75 0.29  -0.200
C -4.79 -2.07 -0.01  -0.191
C -4.82 -1.58 -1.46  -0.198
C -4.59 -2.74 -2.42  -0.181
C -2.20 -1.82 -4.36  -0.318
C -2.79 -0.41 -4.15  -0.201
C -2.66 0.47 -5.39  -0.182
C -1.18 0.74 -5.72  -0.177
C -0.30 -0.45 -5.31  -0.194
C -1.09 -1.75 -5.43  -0.180
C -0.52 -3.84 -3.13  -0.336
C 0.91 -3.27 -3.29  -0.172
C 1.68 -3.19 -1.97  -0.200
C 1.70 -4.53 -1.25  -0.185
C 0.27 -4.99 -0.98  -0.194
C -0.50 -5.13 -2.29  -0.177
H -3.27 -4.37 -2.80  0.123
H -2.21 -4.32 -0.46  0.077
H -3.92 -4.68 -0.55  0.130
H -2.66 -2.02 0.24  0.071
H -3.48 -3.17 1.31  0.114
H -4.96 -1.23 0.68  0.097
H -5.62 -2.77 0.14  0.121
H -4.02 -0.84 -1.59  0.075
H -5.76 -1.08 -1.68  0.119
H -4.69 -2.42 -3.46  0.094
H -5.39 -3.47 -2.26  0.128
H -2.97 -2.49 -4.74  0.121
H -2.26 0.06 -3.32  0.076
H -3.84 -0.48 -3.85  0.103
H -3.18 1.41 -5.23  0.102
H -3.15 -0.01 -6.23  0.119
H -0.84 1.65 -5.21  0.100
H -1.08 0.92 -6.79  0.115
H 0.01 -0.34 -4.26  0.072
H 0.61 -0.48 -5.91  0.118
H -0.44 -2.62 -5.42  0.090
H -1.57 -1.76 -6.42  0.127
H -0.87 -4.13 -4.12  0.118
H 0.89 -2.28 -3.75  0.082
H 1.45 -3.93 -3.98  0.133
H 1.19 -2.44 -1.34  0.076
H 2.69 -2.85 -2.17  0.113
H 2.27 -4.47 -0.32  0.085
H 2.21 -5.28 -1.87  0.127
H -0.22 -4.26 -0.33  0.088
H 0.26 -5.95 -0.45  0.124
H -1.51 -5.50 -2.12  0.098
H 0.00 -5.89 -2.90  0.130



No. 4
Density functional theory data (ωB97M-V/def2-TZVPD) for a molecular structure, C45H68FGeLuN4O2P3.

Results
Total charge: +2
2S+1: 2
Max |F|, eV/A: 4.31
E_tot, eV: -178529.168
LUMO level (alpha / beta), Ha: -0.1802 / -0.2903
Gap between HOMO and LUMO (alpha / beta), Ha: 0.280 / 0.169

Last column: Mulliken spin population.
Cartesian coordinates (Å):
Lu 13.35 11.83 11.41  0.040
C 12.91 11.81 7.01  0.000
C 13.33 13.18 7.33  0.002
C 14.78 13.44 7.17  0.000
P 12.99 13.64 9.13  0.000
C 11.23 13.23 9.52  -0.003
N 11.17 12.33 10.72  0.041
Ge 11.67 11.28 13.78  0.047
N 11.06 9.61 14.22  -0.001
C 11.77 8.48 14.84  -0.005
P 13.22 7.94 13.87  -0.006
C 14.01 6.88 15.16  0.001
C 15.01 7.68 16.03  0.000
C 13.10 6.05 16.00  0.001
C 12.56 6.60 12.89  0.002
C 13.62 5.98 11.92  0.000
C 11.28 6.78 12.13  0.000
C 9.72 9.76 14.72  0.015
C 8.98 8.98 15.64  -0.004
C 7.72 9.39 15.99  0.001
C 7.01 10.45 15.37  -0.001
C 7.69 11.10 14.37  0.006
C 9.01 10.77 14.05  0.029
N 9.72 11.42 12.95  -0.003
C 9.59 10.71 11.64  0.009
C 8.76 9.61 11.52  0.002
C 8.44 9.05 10.30  0.002
C 9.11 9.56 9.24  0.000
C 9.98 10.61 9.33  -0.002
C 10.32 11.28 10.56  -0.003
C 9.38 12.88 12.96  0.166
C 8.48 13.45 12.03  -0.105
C 8.21 14.82 12.21  0.153
C 8.54 15.39 13.41  -0.029
C 9.52 14.85 14.27  0.122
C 10.04 13.57 13.98  0.030
N 10.91 12.79 14.79  0.478
C 11.69 13.43 15.84  -0.051
P 12.58 11.96 16.58  0.013
C 12.38 11.95 18.47  0.000
C 11.27 10.98 18.94  -0.001
C 12.44 13.31 19.15  0.002
C 14.39 12.51 16.42  0.007
C 15.15 11.23 16.40  -0.002
C 15.14 13.54 17.24  0.001
C 13.07 15.50 9.11  0.000
C 14.37 15.95 9.78  0.000
C 11.90 16.13 9.71  0.003
H 12.83 11.60 5.94  0.000
H 11.78 11.68 7.16  0.000
H 13.37 10.99 7.52  0.000
H 12.74 13.98 6.81  0.000
H 15.35 12.83 7.82  0.000
H 14.98 14.44 7.50  0.000
H 15.15 13.37 6.12  0.000
H 10.72 12.68 8.70  0.002
H 10.70 14.19 9.64  0.004
H 11.03 7.58 14.88  0.001
H 11.93 8.84 15.88  0.000
H 14.58 6.14 14.58  0.000
H 14.42 8.38 16.59  0.000
H 15.83 8.06 15.37  0.000
H 15.37 6.98 16.78  0.000
H 12.81 6.58 16.93  0.000
H 13.58 5.13 16.39  0.000
H 12.17 5.76 15.53  0.000
H 12.31 5.82 13.57  0.000
H 13.83 6.65 11.07  0.000
H 13.34 5.07 11.53  0.000
H 14.64 5.90 12.36  0.000
H 10.55 7.39 12.68  -0.001
H 10.89 5.85 11.70  0.000
H 11.53 7.37 11.28  0.000
H 9.38 8.12 16.17  0.000
H 7.26 8.92 16.90  0.000
H 5.99 10.66 15.58  0.000
H 7.13 11.84 13.80  -0.004
H 8.25 9.26 12.36  -0.001
H 7.63 8.37 10.34  0.000
H 9.00 9.17 8.21  0.000
H 10.44 10.91 8.42  0.001
H 8.03 12.89 11.21  0.005
H 7.68 15.43 11.46  0.000
H 8.27 16.49 13.42  0.003
H 10.03 15.38 15.07  -0.001
H 10.95 13.88 16.54  0.030
H 12.38 14.26 15.56  0.017
H 13.27 11.44 18.73  0.000
H 10.32 11.46 18.78  0.000
H 11.39 10.59 19.96  0.000
H 11.20 10.13 18.19  0.000
H 11.56 13.92 19.15  0.000
H 13.26 13.83 18.70  -0.001
H 12.61 13.18 20.27  0.000
H 14.22 12.92 15.39  -0.005
H 15.01 10.75 17.36  0.000
H 16.28 11.27 16.29  0.000
H 14.80 10.56 15.58  0.000
H 14.81 14.55 17.08  -0.001
H 16.19 13.44 16.97  0.000
H 14.96 13.32 18.29  0.001
H 13.14 15.70 8.07  0.000
H 14.37 15.77 10.90  0.001
H 14.45 16.99 9.66  0.000
H 15.18 15.45 9.26  0.000
H 11.82 15.89 10.78  -0.003
H 10.99 15.84 9.21  0.000
H 12.03 17.21 9.74  0.000
O 12.94 9.63 10.39  0.000
H 12.07 9.82 10.07  0.000
H 12.99 8.69 10.58  0.000
O 14.95 10.69 12.62  -0.001
H 15.13 11.15 13.47  0.001
H 14.63 9.77 12.91  -0.001
F 15.15 16.99 14.68  0.000
C 14.80 15.80 14.14  0.002
C 15.76 14.83 13.92  0.000
C 15.48 13.71 13.20  0.008
C 14.22 13.44 12.76  0.002
C 13.18 14.32 13.05  -0.008
C 13.47 15.55 13.76  -0.006
H 16.81 15.06 14.23  0.000
H 16.30 13.10 12.91  -0.001
H 12.12 14.22 12.80  0.001
H 12.71 16.24 14.06  -0.002